[1]
Here is C15H22AsNO5Ru as an isolated structure from the OMol25 dataset. Energies are from wB97M-V/def2-TZVPD.

Orbital gap (spin up / spin down), eV: 7.11 / 7.19
<S²>: 0.76
LUMO (spin up / spin down), eV: -5.0 / -4.9
Energy above the lowest of the compared OMol25 structures with the same formula, charge and spin, kJ/mol: 38.9
2S+1: 2
Strongest force on any atom, eV Å⁻¹: 2.7
Net charge: +1

```
45
C15H22AsNO5Ru wB97M-V/def2-TZVPD
Ru -1.139 -0.256 0.139
O -3.060 0.817 -0.068
C -3.993 -0.035 0.613
C -3.901 -1.412 0.025
N -2.515 -1.948 0.108
C -2.138 -2.662 -1.127
C -1.979 -1.630 -2.226
O -2.399 -1.795 -3.338
O -1.325 -0.566 -1.798
C -2.268 -2.702 1.344
C -2.032 -1.717 2.476
O -2.431 -1.908 3.590
O -1.321 -0.686 2.069
H -3.320 0.923 -0.995
H -3.707 -0.010 1.662
H -5.013 0.342 0.535
H -4.598 -2.070 0.549
H -4.188 -1.393 -1.029
H -1.174 -3.148 -0.984
H -2.888 -3.396 -1.424
H -3.097 -3.359 1.608
H -1.359 -3.292 1.235
C 3.031 -1.250 -0.225
As 1.284 -0.610 0.268
C 1.590 0.207 1.998
C 1.016 0.991 -0.863
C 2.143 1.982 -0.772
C 3.139 1.961 -1.743
C 4.192 2.864 -1.685
C 4.266 3.781 -0.647
C 3.262 3.823 0.310
C 2.204 2.928 0.246
H 3.694 -0.395 -0.109
H 3.044 -1.619 -1.247
H 3.313 -2.052 0.454
H 2.521 0.772 1.989
H 1.636 -0.570 2.759
H 0.758 0.860 2.251
H 0.065 1.490 -0.544
H 0.859 0.613 -1.871
H 3.077 1.253 -2.562
H 4.948 2.858 -2.459
H 5.099 4.468 -0.589
H 3.298 4.560 1.101
H 1.406 2.987 0.978
```



[2]
Here is C15H22BaBrO5P as an isolated structure from the OMol25 dataset. Energies are from wB97M-V/def2-TZVPD.

Orbital gap, eV: 5.79
LUMO, eV: -8.8
Strongest force on any atom, eV Å⁻¹: 8.5
Net charge: +2

```
45
C15H22BaBrO5P wB97M-V/def2-TZVPD
C 1.384 2.092 -0.981
C 2.577 1.286 -0.479
O 2.176 0.044 0.127
P 2.654 -1.290 -0.615
O 4.051 -1.258 -1.040
C 1.565 -1.476 -2.041
C 0.181 -2.147 -1.834
C -0.854 -1.169 -1.372
C -1.493 -0.327 -2.200
C -2.455 0.653 -1.754
O -3.008 1.457 -2.463
C -2.801 0.726 -0.289
C -3.789 1.789 0.209
C -3.108 2.544 1.406
C -1.767 3.140 1.056
Br -0.863 3.557 2.701
C -2.175 -0.118 0.535
C -1.182 -1.121 0.063
O -0.727 -1.860 0.895
O 2.249 -2.446 0.353
C 2.460 -2.329 1.787
C 3.193 -3.544 2.288
H 1.495 2.345 -2.029
H 0.482 1.497 -0.875
H 1.275 3.020 -0.430
H 3.119 1.847 0.272
H 3.273 1.094 -1.288
H 2.142 -2.069 -2.741
H 1.438 -0.480 -2.456
H 0.276 -2.960 -1.125
H -0.151 -2.557 -2.782
H -1.299 -0.337 -3.262
H -4.740 1.304 0.501
H -4.036 2.508 -0.564
H -2.992 1.903 2.291
H -3.764 3.361 1.701
H -1.118 2.457 0.530
H -1.880 4.044 0.472
H -2.332 -0.127 1.617
H 1.481 -2.265 2.249
H 3.018 -1.432 2.027
H 4.258 -3.474 2.106
H 2.781 -4.455 1.873
H 3.058 -3.588 3.367
Ba -4.052 0.159 2.191
```



[3]
Here is C15H22Br4NiO3P2 as an isolated structure from the OMol25 dataset. Energies are from wB97M-V/def2-TZVPD.

Orbital gap, eV: 3.23
LUMO, eV: 3.5
Energy above the lowest of the compared OMol25 structures with the same formula, charge and spin, kJ/mol: 1.4
Strongest force on any atom, eV Å⁻¹: 1.1
Net charge: -2

```
47
C15H22Br4NiO3P2 wB97M-V/def2-TZVPD
Ni -0.106 -0.342 0.022
Br -1.105 5.894 -2.838
C -0.199 4.620 -1.583
C 1.038 4.880 -1.109
Br 2.064 8.100 -0.823
C 1.618 3.922 -0.376
Br 3.472 4.157 0.420
C 1.063 2.677 -0.104
O 1.815 1.686 0.471
C -0.253 2.439 -0.514
O -0.884 1.309 -0.193
C -0.856 3.435 -1.296
Br -2.653 3.009 -1.913
C -0.653 -3.345 1.991
P 0.200 -2.439 0.646
C 1.875 -3.166 0.767
C -0.386 -3.394 -0.831
C -1.756 -2.903 -1.315
P -1.728 -1.045 -1.396
C -3.290 -0.625 -0.549
C -2.162 -0.664 -3.122
H -0.374 -4.399 1.950
H -1.735 -3.247 1.900
H -0.359 -2.934 2.958
H 1.850 -4.223 0.488
H 2.252 -3.066 1.784
H 2.540 -2.603 0.118
H -0.395 -4.473 -0.643
H 0.379 -3.185 -1.585
H -2.540 -3.175 -0.602
H -2.011 -3.369 -2.270
H -4.148 -1.127 -1.006
H -3.407 0.459 -0.601
H -3.212 -0.909 0.501
H -3.123 -1.120 -3.369
H -1.393 -1.028 -3.804
H -2.233 0.421 -3.220
C 3.679 0.110 1.443
O 2.437 -0.397 0.954
C 1.330 0.496 1.011
C 0.894 0.734 2.467
H 3.669 1.195 1.540
H 4.457 -0.154 0.724
H 3.919 -0.352 2.408
H 1.711 0.491 3.155
H 0.024 0.131 2.736
H 0.631 1.783 2.602
```



[4]
Here is C15H22BrN4OPTl as an isolated structure from the OMol25 dataset. Energies are from wB97M-V/def2-TZVPD.

Orbital gap, eV: 8.33
LUMO, eV: -3.0
Strongest force on any atom, eV Å⁻¹: 1.4
Net charge: +1

```
45
C15H22BrN4OPTl wB97M-V/def2-TZVPD
Tl 1.009 0.906 0.861
N 2.873 0.836 4.872
C 2.506 0.811 3.589
O 1.319 0.740 3.264
C 3.636 0.901 2.572
C 3.267 0.486 1.158
H 2.164 0.829 5.588
H 3.830 0.964 5.148
H 4.459 0.283 2.936
H 3.970 1.942 2.586
H 3.424 -0.575 0.989
H 3.790 1.067 0.405
C -0.449 -3.977 -1.788
N 0.072 -2.798 -2.474
C -1.018 -2.139 -3.191
N -2.134 -1.780 -2.319
C -2.613 -2.983 -1.644
N -1.562 -3.665 -0.893
C -1.146 -2.923 0.275
P -0.414 -1.261 -0.220
C 0.740 -1.890 -1.563
C -1.789 -0.726 -1.386
H 0.352 -4.447 -1.215
H -0.801 -4.683 -2.541
H -1.389 -2.824 -3.955
H -0.637 -1.241 -3.680
H -2.995 -3.668 -2.401
H -3.426 -2.719 -0.965
H -0.399 -3.489 0.834
H -2.001 -2.746 0.929
H 1.597 -2.389 -1.104
H 1.111 -1.027 -2.123
H -1.452 0.156 -1.935
H -2.669 -0.445 -0.803
Br -2.699 6.489 -0.752
C -1.744 4.931 -0.259
C -0.365 4.987 -0.136
C 0.330 3.840 0.221
C -0.357 2.652 0.447
C -1.734 2.604 0.316
C -2.436 3.752 -0.029
H 0.167 5.911 -0.319
H 1.407 3.894 0.330
H -2.283 1.687 0.493
H -3.513 3.727 -0.117
```



[5]
Here is C15H22Cl4MoN4OS2 as an isolated structure from the OMol25 dataset. Energies are from wB97M-V/def2-TZVPD.

Orbital gap (spin up / spin down), eV: 6.10 / 6.04
<S²>: 2.03
LUMO (spin up / spin down), eV: -14.6 / -14.6
2S+1: 3
Strongest force on any atom, eV Å⁻¹: 1.6
Net charge: +4

```
49
C15H22Cl4MoN4OS2 wB97M-V/def2-TZVPD
Mo 0.155 0.124 -0.092
Cl 2.285 0.026 -1.653
C 3.333 1.278 -0.972
Cl 2.606 1.775 0.553
H 3.385 2.134 -1.653
H 4.330 0.857 -0.805
S -0.747 -2.019 -0.919
C -0.682 -2.127 -2.650
N -0.967 -3.325 -3.220
C -0.990 -3.468 -4.555
C -0.724 -2.364 -5.345
C -0.411 -1.166 -4.696
N -0.395 -1.057 -3.369
H -1.159 -4.134 -2.623
H -1.225 -4.448 -4.963
H -0.750 -2.428 -6.422
H -0.165 -0.272 -5.254
O 1.011 -0.960 1.255
S 1.906 -1.921 2.139
C 2.661 -0.738 3.293
C 1.613 -0.482 4.361
C 1.057 -1.857 4.710
C 0.723 -2.542 3.393
H 3.002 0.137 2.742
H 3.537 -1.242 3.704
H 0.817 0.174 3.986
H 2.065 -0.004 5.230
H 0.170 -1.771 5.340
H 1.796 -2.435 5.265
H -0.272 -2.299 3.016
H 0.831 -3.624 3.435
Cl -1.879 0.294 1.563
C -3.484 -0.419 1.183
Cl -3.448 -2.159 1.477
H -3.708 -0.196 0.135
H -4.188 0.069 1.867
N -0.313 3.624 1.458
C -0.610 3.347 0.193
C -1.189 4.329 -0.669
C -1.548 4.004 -1.944
C -1.356 2.679 -2.422
C -0.775 1.805 -1.561
N -0.379 2.114 -0.309
H -0.501 4.548 1.824
H 0.105 2.960 2.092
H -1.354 5.326 -0.288
H -1.989 4.738 -2.603
H -1.649 2.403 -3.422
H -0.533 0.712 -1.803
```



[6]
Here is an isolated ion of composition C15H22ClN2O and charge +1 from the OMol25 dataset. Energies are from wB97M-V/def2-TZVPD.

Orbital gap, eV: 7.33
LUMO, eV: -4.3
Strongest force on any atom, eV Å⁻¹: 2.1
Net charge: +1

```
41
C15H22ClN2O wB97M-V/def2-TZVPD
C -2.272 -0.554 -2.476
N -1.030 -1.140 -2.063
C -0.883 -2.550 -2.440
C 0.088 -0.260 -1.743
Cl 1.642 -0.978 -2.169
H -2.998 -1.376 -2.591
H -2.613 0.148 -1.702
H -2.234 -0.014 -3.447
H -1.923 -2.905 -2.536
H -0.400 -2.750 -3.420
H -0.374 -3.126 -1.653
H -0.164 0.671 -2.248
C 3.834 3.035 -1.440
C 2.527 3.539 -1.539
C 1.434 2.795 -1.066
C 1.625 1.515 -0.546
C 0.427 0.529 -0.309
C 0.529 -0.184 0.977
N -0.447 -0.513 1.785
C -0.059 -1.187 3.038
C -1.217 -1.884 3.701
O -2.393 -1.056 3.718
C -2.831 -0.688 2.413
C -1.774 0.120 1.669
C 2.922 1.079 -0.307
C 4.026 1.794 -0.793
H 4.670 3.579 -1.855
H 2.357 4.519 -1.986
H 0.438 3.240 -1.074
H -0.541 1.054 -0.444
H 1.530 -0.489 1.324
H 0.703 -1.899 2.794
H 0.338 -0.458 3.749
H -1.430 -2.837 3.200
H -1.007 -2.051 4.766
H -3.067 -1.573 1.826
H -3.722 -0.082 2.599
H -1.767 1.160 2.093
H -2.089 0.198 0.618
H 3.117 0.179 0.261
H 5.026 1.400 -0.684
```



[7]
Here is a single C15H22F13NO2PS molecule from the OMol25 dataset. Energies are from wB97M-V/def2-TZVPD.

Orbital gap (spin up / spin down), eV: 7.91 / 8.36
<S²>: 0.75
LUMO (spin up / spin down), eV: -1.5 / -1.5
2S+1: 2
Strongest force on any atom, eV Å⁻¹: 4.8

```
55
C15H22F13NO2PS wB97M-V/def2-TZVPD
C 0.220 -3.309 2.627
C 0.405 -1.856 1.918
C 1.795 -1.988 1.095
C -0.819 -1.703 0.901
C -1.927 -0.625 1.293
C -2.662 -0.121 -0.063
C -1.657 0.636 -1.056
C -1.631 0.041 -2.521
F -2.968 0.178 -3.018
F -1.409 -1.367 -2.519
C -0.712 0.819 -3.562
F -1.280 2.116 -3.693
F -0.749 0.112 -4.764
C 0.799 1.088 -3.025
F 0.676 2.251 -2.227
F 1.097 -0.055 -2.240
C 1.811 1.254 -4.237
F 1.274 1.997 -5.311
F 2.070 -0.021 -4.787
S 3.476 2.023 -3.836
F 3.624 2.450 -5.459
F 4.257 0.597 -4.250
F 3.429 1.583 -2.247
F 2.847 3.527 -3.571
F 4.981 2.663 -3.549
P -3.336 -1.405 2.326
O -4.097 -2.362 1.364
C -1.390 0.686 2.049
C 0.095 0.515 2.620
C 0.153 1.409 3.978
C 1.103 1.218 1.603
N 0.459 -0.866 3.026
O -0.287 -1.212 4.054
H 0.525 -4.098 1.866
H 1.004 -3.370 3.463
H -0.833 -3.483 3.002
H 2.013 -3.054 0.777
H 2.676 -1.533 1.672
H 1.744 -1.376 0.122
H -0.373 -1.555 -0.144
H -1.359 -2.717 0.843
H -3.537 0.580 0.178
H -3.031 -1.070 -0.590
H -1.871 1.760 -1.149
H -0.624 0.584 -0.557
H -4.306 -0.394 2.696
H -2.825 -2.087 3.473
H -2.092 0.859 2.943
H -1.420 1.642 1.442
H 1.042 0.995 4.573
H 0.301 2.504 3.706
H -0.800 1.255 4.593
H 0.775 2.302 1.426
H 2.119 1.305 2.132
H 1.228 0.679 0.612
```



[8]
Here is a 3-piece molecular cluster, C15H22FNO8S overall from the OMol25 dataset. Energies are from wB97M-V/def2-TZVPD.

Orbital gap, eV: 8.96
LUMO, eV: 0.4
Energy above the lowest of the compared OMol25 structures with the same formula, charge and spin, kJ/mol: 83.1
Strongest force on any atom, eV Å⁻¹: 4.6

```
48
C15H22FNO8S wB97M-V/def2-TZVPD
O 1.218 2.747 0.042
C 1.215 1.618 -0.136
F 2.394 0.968 -0.121
C -0.033 0.785 -0.351
C 0.102 -0.614 0.270
C -1.226 -1.199 0.834
O -1.652 -1.114 1.919
N -1.841 -1.939 -0.217
C -0.866 -2.002 -1.353
C 0.490 -1.798 -0.628
C 1.694 -1.683 -1.595
C 2.883 -2.601 -1.233
C 3.767 -2.021 -0.126
S 2.949 -2.097 1.505
H -0.224 0.786 -1.422
H -0.821 1.377 0.115
H 0.821 -0.474 1.084
H -1.904 -2.918 0.056
H -0.875 -2.945 -1.905
H -1.117 -1.185 -2.054
H 0.716 -2.642 0.031
H 1.340 -2.041 -2.572
H 2.036 -0.659 -1.761
H 2.577 -3.626 -1.010
H 3.490 -2.654 -2.147
H 4.131 -1.021 -0.359
H 4.665 -2.644 -0.055
H 3.637 -3.034 2.198
C 0.153 1.590 3.548
C -0.112 1.550 5.034
O 0.586 0.375 5.444
C 1.563 0.131 4.529
O 2.421 -0.678 4.657
O 1.418 0.935 3.441
H 0.208 2.603 3.154
H -0.588 1.023 2.976
H 0.308 2.412 5.557
H -1.171 1.473 5.271
C -3.763 2.763 -4.078
C -3.954 2.808 -2.582
O -3.336 1.591 -2.157
C -2.441 1.231 -3.103
O -1.641 0.355 -2.971
O -2.566 1.993 -4.213
H -3.641 3.749 -4.520
H -4.576 2.244 -4.590
H -3.434 3.649 -2.118
H -5.000 2.835 -2.289
```